#A
A cluster of 3 separate species, C4H14O3 in total. Source: OMol25; level of theory: ωB97M-V with the def2-TZVPD basis set.

Element x y z (Å)
C  -0.65650  -1.59986  -1.43665
O  -0.61421  -0.95389  -2.75851
C  -1.36630  -0.74849  -0.43772
C  -1.52756  -1.45120  0.96251
C  -2.52012  -0.75382  1.87306
H  0.35913  -1.99735  -1.25962
H  -1.36743  -2.52117  -1.54939
H  -1.38989  -1.13642  -3.31002
H  -0.68037  0.12260  -0.08885
H  -2.25915  -0.22520  -0.77049
H  -1.84121  -2.53488  0.66942
H  -0.59130  -1.71096  1.52094
H  -3.59860  -0.46304  1.48517
H  -2.83811  -1.42177  2.71691
H  -2.21486  0.23698  2.39300
H  3.77729  2.16229  0.30869
H  3.44752  2.70934  -1.10346
O  4.04168  2.05620  -0.60273
H  1.31914  1.97438  2.56417
H  2.77054  2.37513  1.73414
O  1.76381  2.61648  1.97652

**Spin multiplicity**: 1
**SMILES**: CCCCO.O.O
**E_HOMO**: -10.32 eV

---

#B
A cluster of 3 separate species, C4H14O3 in total. Source: OMol25; level of theory: ωB97M-V with the def2-TZVPD basis set.

Element x y z (Å)
C  0.49410  1.58326  -1.03707
O  0.07928  2.82948  -1.58742
C  0.19171  1.60132  0.54469
C  -0.29419  0.18858  0.96151
C  0.12359  -0.12209  2.38423
H  1.55263  1.38152  -1.25130
H  -0.12578  0.73702  -1.31873
H  -0.27399  2.69051  -2.47140
H  1.19133  1.81879  0.89260
H  -0.57425  2.36971  0.59289
H  -1.37746  0.21903  0.80839
H  0.18199  -0.47059  0.22378
H  0.08290  0.74978  3.02541
H  -0.48038  -0.84323  2.97374
H  1.20379  -0.44952  2.52161
H  -0.16390  -2.04027  -1.63692
H  -0.63387  -0.63162  -2.35403
O  -0.06986  -1.39516  -2.34378
H  0.33109  -3.44281  -0.65063
H  -0.85459  -3.07055  0.19977
O  -0.58414  -3.70318  -0.47737

**Spin multiplicity**: 1
**SMILES**: CCCCO.O.O
**E_HOMO**: -10.40 eV

---

So which one is most stable? That would be #B, about 0.0252 hartree below the next structure.